No. 1
{"formula": "C14H20BeCl4F6N5O4S2", "method": "wB97M-V/def2-TZVPD", "symbols": ["Cl", "Cl", "Cl", "Cl", "S", "S", "F", "F", "F", "F", "F", "F", "O", "O", "O", "O", "N", "N", "N", "N", "N", "C", "C", "C", "C", "C", "C", "C", "C", "C", "C", "C", "C", "C", "C", "Be", "H", "H", "H", "H", "H", "H", "H", "H", "H", "H", "H", "H", "H", "H", "H", "H", "H", "H", "H", "H"], "xyz": [[-0.873, -11.343, -1.309], [8.453, 2.549, -5.003], [-1.925, -9.882, 2.507], [6.509, 0.909, -2.495], [-1.987, 0.952, -0.621], [-3.346, -1.056, 0.139], [-4.604, 1.972, -0.729], [-3.138, 2.735, -2.239], [-3.542, -1.637, 2.866], [-3.048, 3.391, -0.200], [-5.532, -1.337, 1.870], [-4.403, -3.084, 1.408], [-2.461, -2.165, -0.324], [-4.369, -0.749, -0.847], [-1.645, 0.334, -1.889], [-0.888, 1.666, 0.058], [3.750, -4.352, -7.994], [4.974, 5.249, 3.505], [1.801, 8.362, -2.729], [-2.560, 0.110, 0.787], [-8.377, -2.693, 12.170], [5.535, 6.246, 3.269], [6.269, 7.528, 2.991], [0.027, 10.310, -3.020], [1.040, 9.230, -2.829], [2.886, -4.282, -7.215], [-1.126, -10.110, 0.972], [-7.860, -2.620, 11.162], [-1.979, -10.941, 0.056], [-4.256, -1.853, 1.729], [1.760, -4.194, -6.282], [-3.301, 2.351, -0.998], [6.443, 2.505, -3.267], [6.730, 2.453, -4.758], [-7.147, -2.564, 9.832], [0.296, 1.719, 4.673], [6.456, 3.423, -5.172], [-1.930, -11.930, 0.513], [6.971, 7.795, 3.782], [-6.225, -1.986, 9.896], [-2.990, -10.598, -0.163], [-1.041, -9.126, 0.510], [-0.810, 10.265, -2.322], [-0.101, -10.481, 0.994], [1.509, -5.233, -6.071], [6.754, 7.403, 2.023], [0.629, 11.207, -2.875], [-7.792, -2.111, 9.080], [7.244, 3.056, -2.774], [6.401, 1.758, -5.530], [-6.821, -3.552, 9.509], [5.495, 3.034, -3.168], [1.875, -3.557, -5.405], [0.981, -3.832, -6.953], [-0.396, 10.313, -4.024], [5.684, 8.443, 2.906]], "total_charge": 1}

No. 2
{"formula": "C14H20Cl16N2", "method": "wB97M-V/def2-TZVPD", "symbols": ["Cl", "Cl", "Cl", "Cl", "Cl", "Cl", "Cl", "Cl", "Cl", "Cl", "Cl", "Cl", "Cl", "Cl", "Cl", "Cl", "N", "N", "C", "C", "C", "C", "C", "C", "C", "C", "C", "C", "C", "C", "C", "C", "H", "H", "H", "H", "H", "H", "H", "H", "H", "H", "H", "H", "H", "H", "H", "H", "H", "H", "H", "H"], "xyz": [[0.756, -1.136, -3.968], [3.195, 4.819, -0.223], [-5.344, 0.316, 0.659], [3.787, 6.765, -2.314], [-6.397, 2.961, 1.291], [-1.772, 5.253, 1.597], [0.205, 2.021, -7.918], [-0.915, -6.809, -2.467], [0.194, -8.213, -0.164], [1.276, -0.679, -8.178], [1.211, 1.915, -2.143], [-0.701, 2.552, 1.338], [3.585, -1.650, -3.481], [2.307, 0.518, 0.174], [1.333, -0.371, 4.807], [-0.134, -1.382, 7.119], [0.574, -3.532, -0.410], [-3.054, 0.207, 3.315], [0.232, 0.390, -7.235], [-2.404, -0.594, 2.647], [2.513, 5.903, -1.443], [0.353, -6.816, -1.236], [2.467, 1.919, -0.898], [1.416, -0.768, 6.531], [1.943, -2.292, -3.351], [1.879, -0.465, 2.496], [-1.689, -1.833, 1.920], [-1.746, 3.622, 2.280], [-0.054, -2.581, 0.054], [0.747, -0.754, 1.865], [-0.488, -1.281, 0.946], [-5.953, 1.375, 1.935], [-6.834, 0.917, 2.385], [1.325, -6.856, -1.728], [-0.873, -0.446, 0.232], [-0.782, -0.012, -7.237], [-1.321, -2.663, 2.622], [1.725, -2.499, -2.304], [1.875, -3.212, -3.932], [0.277, -5.904, -0.644], [2.179, -1.531, 6.682], [-2.481, -2.281, 1.191], [3.445, 1.888, -1.381], [1.676, 0.130, 7.090], [2.989, -0.520, 2.831], [2.376, 2.831, -0.305], [-1.371, 3.672, 3.303], [0.607, 0.440, -6.211], [-2.759, 3.220, 2.278], [1.933, 5.315, -2.155], [-5.177, 1.503, 2.689], [1.867, 6.629, -0.950]], "relative_energy_kj_mol": 537.07}

No. 3
{"formula": "C14H20N2O3SZr", "method": "wB97M-V/def2-TZVPD", "symbols": ["Zr", "S", "O", "O", "O", "N", "N", "C", "C", "C", "C", "C", "C", "C", "C", "C", "C", "C", "C", "C", "C", "H", "H", "H", "H", "H", "H", "H", "H", "H", "H", "H", "H", "H", "H", "H", "H", "H", "H", "H", "H"], "xyz": [[-1.174, 0.636, 0.305], [-0.218, 0.442, 2.963], [-1.479, -0.132, 2.255], [0.491, 1.130, 1.827], [-0.536, 1.222, 4.118], [0.060, -1.351, -0.135], [0.581, 1.199, -1.067], [0.779, -0.979, 3.369], [2.050, -2.258, -1.090], [2.655, 0.514, -2.064], [-2.915, -0.644, -0.432], [0.878, 2.489, -1.373], [-0.254, -2.578, 0.359], [1.195, -1.163, -0.875], [2.974, 1.830, -2.367], [1.480, 0.203, -1.364], [-2.902, 0.636, -1.317], [0.572, -3.682, 0.163], [-1.711, 2.704, 0.852], [1.732, -3.516, -0.593], [2.083, 2.828, -1.978], [-1.204, -2.653, 0.895], [-3.023, -0.498, 0.672], [-2.172, -1.398, -0.704], [-3.862, -1.130, -0.676], [2.382, -4.365, -0.801], [0.269, -1.539, 4.159], [-2.223, 1.508, -1.101], [3.901, 2.064, -2.893], [-0.877, 3.203, 1.371], [0.291, -4.641, 0.591], [-2.040, 3.347, 0.021], [-2.706, 0.360, -2.357], [2.967, -2.083, -1.651], [0.909, -1.596, 2.475], [-2.541, 2.624, 1.576], [0.124, 3.234, -1.102], [-3.906, 1.062, -1.254], [3.304, -0.302, -2.359], [1.745, -0.606, 3.725], [2.321, 3.878, -2.142]], "relative_energy_kj_mol": 0.00, "total_charge": 2}

No. 4
{"formula": "C14H20N2O4", "method": "wB97M-V/def2-TZVPD", "symbols": ["O", "O", "O", "O", "N", "N", "C", "C", "C", "C", "C", "C", "C", "C", "C", "C", "C", "C", "C", "C", "H", "H", "H", "H", "H", "H", "H", "H", "H", "H", "H", "H", "H", "H", "H", "H", "H", "H", "H", "H"], "xyz": [[0.358, 3.846, -1.173], [-1.378, 0.345, 2.110], [4.005, -2.864, -0.418], [0.873, 1.753, -1.832], [-4.071, 0.329, 0.513], [-0.980, 0.998, 0.052], [1.375, -0.783, 1.161], [-2.845, -1.346, -0.809], [0.449, 2.665, -0.929], [2.081, -1.950, 0.731], [3.602, -0.564, -0.512], [-1.617, -2.385, -0.849], [-4.212, -2.022, -1.201], [-0.061, 2.077, 0.414], [1.160, 1.718, 1.284], [1.858, 0.516, 0.778], [2.995, 0.614, -0.068], [-2.936, -0.585, 0.539], [3.212, -1.829, -0.055], [-1.710, 0.276, 0.934], [-0.529, 2.995, 0.832], [-1.228, 0.861, -0.950], [3.693, -3.732, -0.173], [-4.221, -2.493, -2.156], [1.816, 2.615, 1.109], [-1.822, -3.144, -0.054], [-1.587, -2.881, -1.818], [3.397, 1.570, -0.263], [-4.468, -2.806, -0.451], [0.783, 1.560, 2.367], [1.812, -2.890, 1.114], [-4.963, -1.167, -1.131], [-4.250, 0.588, 1.450], [1.098, 0.872, -1.410], [-0.605, -2.023, -0.772], [4.503, -0.571, -1.124], [-3.024, -1.431, 1.276], [0.557, -0.807, 1.855], [-2.619, -0.543, -1.556], [-3.940, 1.096, -0.100]], "smiles": "CC(C)[C@H](N)C(=O)N[C@@H](Cc1ccc(O)cc1)C(=O)O", "relative_energy_kj_mol": 194.17}

No. 5
{"formula": "C14H20N2O4", "method": "wB97M-V/def2-TZVPD", "symbols": ["O", "O", "O", "O", "N", "N", "C", "C", "C", "C", "C", "C", "C", "C", "C", "C", "C", "C", "C", "C", "H", "H", "H", "H", "H", "H", "H", "H", "H", "H", "H", "H", "H", "H", "H", "H", "H", "H", "H", "H"], "xyz": [[-1.568, 3.702, -0.293], [3.994, 0.591, 1.813], [3.035, -1.451, 1.498], [-3.127, 2.323, -1.264], [3.832, -1.464, -1.099], [-0.569, 1.700, 1.437], [3.820, -0.416, 1.165], [-4.079, -1.780, -1.310], [-3.645, -2.995, -0.815], [-2.992, 0.713, 1.266], [3.559, 0.606, -1.966], [2.728, -0.580, -1.488], [-3.125, -0.623, 0.596], [-1.770, 1.416, 0.638], [-2.633, -1.807, 1.067], [-2.288, 2.591, -0.384], [4.750, 0.639, -0.925], [-2.935, -3.000, 0.380], [4.565, -0.673, -0.157], [-3.832, -0.623, -0.596], [-2.816, 0.613, 2.267], [5.471, -1.186, 0.148], [-0.765, 1.649, 2.311], [-2.593, -3.904, 0.789], [-2.086, -1.795, 2.104], [3.557, -2.369, -0.772], [-4.354, 0.270, -0.813], [2.067, -1.033, -2.081], [-4.182, -3.762, -1.035], [-4.731, -1.719, -2.178], [-1.041, 3.687, 0.551], [5.755, 0.622, -1.445], [3.045, 1.477, -1.802], [2.764, -1.367, 2.466], [3.861, 0.609, -3.005], [-1.396, 0.755, -0.130], [2.232, -0.257, -0.675], [4.764, 1.524, -0.295], [-3.896, 1.252, 1.105], [0.100, 1.150, 1.257]], "smiles": "N[C@@H](Cc1ccccc1)C(=O)O.O=C(O)[C@@H]1CCCN1", "relative_energy_kj_mol": 425.90}

No. 6
{"formula": "C14H20N2OS", "method": "wB97M-V/def2-TZVPD", "symbols": ["S", "O", "N", "N", "C", "C", "C", "C", "C", "C", "C", "C", "C", "C", "C", "C", "C", "C", "H", "H", "H", "H", "H", "H", "H", "H", "H", "H", "H", "H", "H", "H", "H", "H", "H", "H", "H", "H"], "xyz": [[-1.624, 2.179, -0.196], [-3.585, -0.816, -1.124], [-1.350, -0.488, 0.542], [0.349, 0.550, -0.580], [3.601, -0.809, -1.082], [2.753, 0.027, 0.995], [2.519, -0.488, -0.275], [5.120, -0.110, 0.638], [4.045, 0.217, 1.448], [-3.489, -2.217, -1.193], [1.103, -0.670, -0.752], [-0.071, 2.867, -0.855], [-2.639, -0.604, 1.164], [4.896, -0.626, -0.626], [-2.786, 0.276, 2.407], [-0.889, 0.531, -0.025], [0.664, 1.671, -1.431], [-3.786, -0.307, 0.171], [-3.882, 0.773, 0.033], [0.337, 1.476, -2.465], [-3.504, -2.472, -2.252], [-0.309, 3.623, -1.600], [1.091, -0.977, -1.807], [-1.998, 0.042, 3.118], [-4.339, -2.698, -0.691], [3.430, -1.209, -2.072], [-4.724, -0.698, 0.596], [4.216, 0.619, 2.436], [-2.557, -2.579, -0.747], [5.730, -0.882, -1.263], [-3.750, 0.096, 2.876], [0.592, -1.432, -0.157], [6.130, 0.038, 0.991], [1.909, 0.276, 1.623], [0.475, 3.321, -0.028], [1.746, 1.830, -1.431], [-2.703, -1.656, 1.474], [-2.718, 1.327, 2.137]], "smiles": "COC[C@H](C)/N=C1\\SCCN1Cc1ccccc1", "relative_energy_kj_mol": 123.46}

| no. | HOMO (eV) | Kohn-Sham gap (eV) |
| --- | --- | --- |
| 1 | -12.0 | 1.25 |
| 2 | -9.5 | 8.77 |
| 3 | -16.1 | 8.19 |
| 4 | -8.8 | 9.27 |
| 5 | -9.0 | 9.15 |
| 6 | -8.4 | 9.08 |